Record 1
Below is a 5-piece molecular cluster, C42H47BrN2O15S overall at a distorted geometry, with properties calculated with ωB97M-V/def2-TZVPD.

Calculated values
DFT total energy = -5838.58571 hartree
ΔE to the lowest compared entry with this formula, charge and spin = 0.0 kcal per mole
Orbital gap = 6.5 eV
2S+1 = 1
LUMO energy = -1.497 eV
SMILES = CCOCC[C@@]1(CC(=O)N(C)C)[C@@H](CC(=O)Br)OC[C@H](C(=O)[O-])[N@+]1(S)COCC.O=C1C=CC(=O)C=C1.O=C1C=CC(=O)C=C1.O=C1C=CC(=O)C=C1.O=C1C=CC(=O)C=C1

Each line ends with the Löwdin charge.
Atoms and positions in Å:
C1 2.006 -4.879 4.490  -0.071
C2 2.411 -4.515 3.078  -0.269
O1 1.538 -3.612 2.427  -0.152
C3 1.503 -2.329 3.048  -0.194
C4 0.834 -1.427 2.012  -0.095
C5 1.222 0.058 1.958  -0.297
C6 1.741 0.616 3.299  -0.008
C7 1.007 0.471 4.623  -0.440
O2 1.367 -0.368 5.398  0.135
N1 -0.001 1.428 4.967  -0.188
C8 0.558 2.334 5.969  -0.072
C9 -1.132 0.696 5.573  -0.099
C10 2.461 0.283 1.005  -0.282
C11 3.538 -0.804 1.043  -0.109
C12 4.632 -0.256 0.171  -0.809
O3 5.341 0.617 0.495  0.082
Br1 4.709 -1.002 -1.595  0.860
O4 2.162 0.579 -0.330  -0.086
C13 1.019 -0.042 -0.886  -0.093
C14 -0.228 0.261 -0.067  -0.177
C15 -1.257 1.126 -0.891  -0.611
O5 -0.772 2.024 -1.601  -0.076
O6 -2.445 0.757 -0.753  -0.004
N2 0.103 0.859 1.285  -0.267
S1 -1.441 0.604 2.248  1.063
C16 0.408 2.327 1.160  -0.167
O7 -0.168 3.048 2.210  -0.172
C17 -0.014 4.448 2.032  -0.228
C18 1.327 4.968 2.528  -0.053
H1 2.741 -5.569 4.900  0.080
H2 1.049 -5.395 4.499  0.082
H3 1.978 -4.022 5.159  0.070
H4 2.428 -5.420 2.476  0.121
H5 3.433 -4.121 3.067  0.118
H6 2.525 -2.056 3.302  0.116
H7 0.876 -2.399 3.929  0.118
H8 1.054 -1.878 1.048  0.110
H9 -0.238 -1.568 2.124  0.092
H10 2.676 0.092 3.467  0.126
H11 2.030 1.663 3.211  0.133
H12 -0.201 3.058 6.254  0.093
H13 1.400 2.899 5.571  0.086
H14 0.880 1.810 6.872  0.091
H15 -2.041 1.285 5.466  0.087
H16 -0.971 0.490 6.630  0.087
H17 -1.303 -0.238 5.050  0.065
H18 2.947 1.185 1.375  0.141
H19 3.965 -0.949 2.030  0.132
H20 3.192 -1.745 0.627  0.110
H21 1.182 -1.116 -1.008  0.133
H22 0.891 0.379 -1.875  0.138
H23 -0.769 -0.664 0.089  0.127
H24 -2.222 1.413 1.520  -0.052
H25 0.039 2.700 0.207  0.136
H26 1.483 2.485 1.199  0.130
H27 -0.175 4.745 0.995  0.127
H28 -0.801 4.898 2.631  0.127
H29 1.461 5.981 2.155  0.083
H30 2.152 4.375 2.139  0.070
H31 1.363 5.006 3.611  0.071
O8 2.440 5.040 -3.600  0.105
C19 2.794 3.919 -3.894  -0.389
C20 2.181 3.191 -5.032  0.024
C21 2.552 1.956 -5.355  0.027
C22 3.593 1.242 -4.571  -0.389
O9 3.919 0.106 -4.839  0.083
C23 4.184 1.961 -3.414  -0.008
C24 3.823 3.202 -3.107  0.023
H32 1.407 3.725 -5.569  0.123
H33 2.104 1.407 -6.173  0.124
H34 4.902 1.418 -2.817  0.059
H35 4.234 3.734 -2.259  0.122
O10 -1.986 1.882 -5.138  0.093
C25 -2.225 2.835 -4.426  -0.363
C26 -2.075 2.752 -2.950  -0.016
C27 -2.331 3.796 -2.168  0.033
C28 -2.779 5.091 -2.740  -0.389
O11 -3.013 6.048 -2.034  0.079
C29 -2.929 5.175 -4.218  0.014
C30 -2.671 4.131 -5.000  0.009
H36 -1.746 1.801 -2.548  0.053
H37 -2.223 3.748 -1.092  0.117
H38 -3.256 6.129 -4.612  0.116
H39 -2.770 4.170 -6.077  0.114
O12 -3.957 -3.140 0.197  0.071
C31 -4.591 -2.816 -0.791  -0.379
C32 -4.611 -1.412 -1.262  0.025
C33 -5.303 -1.063 -2.344  0.035
C34 -6.070 -2.067 -3.125  -0.382
O13 -6.696 -1.755 -4.115  0.106
C35 -6.032 -3.478 -2.655  0.027
C36 -5.349 -3.824 -1.569  0.005
H40 -4.028 -0.706 -0.686  0.090
H41 -5.329 -0.044 -2.708  0.126
H42 -6.587 -4.195 -3.246  0.124
H43 -5.305 -4.844 -1.211  0.115
O14 1.715 -4.758 -1.724  0.099
C37 0.559 -5.050 -1.944  -0.387
C38 0.166 -5.758 -3.191  0.023
C39 -1.103 -6.075 -3.434  0.023
C40 -2.179 -5.736 -2.469  -0.370
O15 -3.338 -6.019 -2.685  0.102
C41 -1.786 -5.030 -1.221  0.030
C42 -0.517 -4.714 -0.979  0.027
H44 0.967 -5.993 -3.879  0.122
H45 -1.412 -6.588 -4.336  0.122
H46 -2.585 -4.790 -0.530  0.098
H47 -0.208 -4.201 -0.076  0.113

---

Record 2
Below is a 6-piece molecular cluster, C42H47ClN2O3P overall at a distorted geometry, with properties calculated with ωB97M-V/def2-TZVPD.

Calculated values
DFT total energy = -2765.05128 hartree
Orbital gap = 7.6 eV
2S+1 = 1
Total charge = +1
LUMO energy = -3.221 eV

Each line ends with the Löwdin charge.
Atoms and positions in Å:
N1 2.089 2.016 1.697  0.112
N2 2.089 1.841 0.278  -0.138
C1 0.827 1.203 -0.214  -0.023
C2 1.034 -0.384 -0.022  -0.281
C3 -0.304 -1.208 -0.188  0.000
C4 -0.200 -2.656 0.487  -0.304
O1 -1.139 -3.245 0.956  0.109
C5 1.241 -3.288 0.458  -0.143
C6 1.625 -4.133 -0.680  -0.006
C7 3.000 -4.650 -0.688  -0.049
C8 3.935 -4.305 0.394  -0.072
C9 3.553 -3.486 1.550  -0.057
C10 2.160 -2.963 1.552  -0.049
O2 1.939 -0.762 -1.062  -0.169
C11 3.243 -0.184 -0.946  -0.435
P1 3.808 0.143 -2.747  0.678
O3 3.304 -1.262 -3.528  -0.327
Cl1 2.686 1.763 -3.490  0.288
C12 3.368 1.164 -0.134  -0.110
H1 2.828 2.684 1.945  0.132
H2 2.335 1.142 2.169  0.116
H3 2.117 2.800 -0.105  0.199
H4 -0.057 1.487 0.410  0.127
H5 0.644 1.346 -1.316  0.138
H6 1.422 -0.514 1.023  0.134
H7 -0.459 -1.396 -1.292  0.151
H8 -1.197 -0.645 0.207  0.126
H9 0.893 -4.348 -1.499  0.122
H10 3.289 -5.300 -1.543  0.105
H11 4.986 -4.673 0.350  0.101
H12 4.251 -3.215 2.371  0.102
H13 1.758 -2.297 2.358  0.111
H14 4.026 -0.894 -0.543  0.136
H15 2.328 -1.343 -3.474  0.060
H16 4.040 0.974 0.748  0.145
H17 3.958 1.888 -0.774  0.117
C13 4.174 -5.730 5.991  -0.094
C14 3.768 -5.024 7.117  -0.094
C15 2.579 -4.306 7.095  -0.096
C16 1.791 -4.300 5.950  -0.100
C17 2.195 -5.008 4.824  -0.109
C18 3.389 -5.720 4.844  -0.103
H18 5.103 -6.288 6.007  0.102
H19 4.379 -5.034 8.012  0.103
H20 2.265 -3.750 7.972  0.102
H21 0.861 -3.743 5.936  0.099
H22 1.583 -5.009 3.929  0.094
H23 3.707 -6.269 3.965  0.100
C19 -4.064 3.779 2.781  -0.079
C20 -3.180 3.773 3.854  -0.081
C21 -1.822 3.576 3.635  -0.091
C22 -1.350 3.395 2.340  -0.119
C23 -2.231 3.409 1.268  -0.116
C24 -3.589 3.594 1.489  -0.089
H24 -5.124 3.927 2.953  0.107
H25 -3.549 3.920 4.862  0.107
H26 -1.133 3.562 4.471  0.102
H27 -0.289 3.245 2.169  0.063
H28 -1.860 3.271 0.257  0.084
H29 -4.279 3.596 0.653  0.105
C25 2.972 3.687 -6.185  -0.131
C26 4.181 4.254 -6.567  -0.095
C27 4.223 5.156 -7.623  -0.091
C28 3.054 5.497 -8.292  -0.089
C29 1.844 4.933 -7.908  -0.092
C30 1.803 4.024 -6.857  -0.096
H30 2.940 2.980 -5.362  -0.038
H31 5.093 3.993 -6.041  0.100
H32 5.168 5.593 -7.926  0.103
H33 3.086 6.204 -9.113  0.104
H34 0.932 5.200 -8.428  0.103
H35 0.859 3.580 -6.561  0.097
C31 -3.696 -2.002 1.676  -0.099
C32 -4.349 -0.789 1.828  -0.108
C33 -5.632 -0.744 2.356  -0.096
C34 -6.260 -1.923 2.743  -0.091
C35 -5.604 -3.141 2.594  -0.087
C36 -4.322 -3.181 2.056  -0.081
H36 -2.696 -2.026 1.261  0.049
H37 -3.850 0.129 1.529  0.086
H38 -6.143 0.206 2.467  0.099
H39 -7.260 -1.892 3.161  0.102
H40 -6.093 -4.060 2.898  0.103
H41 -3.812 -4.130 1.935  0.103
C37 -4.699 0.989 -1.988  -0.098
C38 -3.477 1.548 -2.309  -0.120
C39 -3.367 2.418 -3.386  -0.101
C40 -4.496 2.732 -4.137  -0.089
C41 -5.727 2.169 -3.810  -0.083
C42 -5.829 1.292 -2.736  -0.082
H42 -4.764 0.307 -1.147  0.093
H43 -2.603 1.302 -1.715  0.077
H44 -2.407 2.852 -3.641  0.094
H45 -4.416 3.414 -4.975  0.103
H46 -6.606 2.415 -4.394  0.105
H47 -6.784 0.849 -2.482  0.106

---

Record 3
Below is C42H48BaF6N4S2Sb as an isolated structure at a distorted geometry, with properties calculated with ωB97M-V/def2-TZVPD.

Calculated values
DFT total energy = -3509.93865 hartree
ΔE to the lowest compared entry with this formula, charge and spin = 15.1 kcal per mole
Orbital gap (spin up / spin down) = 5.7 / 5.4 eV
2S+1 = 2
Total charge = -2
LUMO energy (spin up / spin down) = 4.126 / 3.844 eV

Each line ends with the Mulliken spin population.
Atoms and positions in Å:
Ba1 -0.137 0.252 0.467  0.033
C1 3.477 -5.076 3.005  0.000
C2 3.415 -4.589 1.555  0.000
C3 2.137 -3.887 1.217  -0.016
C4 1.036 -4.409 0.628  0.023
C5 0.837 -5.800 0.112  -0.003
C6 1.035 -5.887 -1.404  0.002
C7 0.056 -3.319 0.547  -0.015
N1 0.585 -2.195 1.071  0.014
C8 1.822 -2.485 1.512  0.025
C9 2.662 -1.616 2.232  -0.023
C10 2.375 -0.346 2.755  0.003
C11 3.274 0.462 3.585  0.016
C12 4.697 0.106 3.878  -0.008
C13 5.628 0.401 2.696  0.008
C14 2.580 1.574 3.941  0.007
C15 1.251 1.445 3.335  -0.005
C16 0.169 2.327 3.511  0.001
C17 -1.156 2.195 3.045  -0.001
N2 -1.600 1.206 2.236  -0.004
C18 -2.940 1.353 2.074  0.001
C19 -3.773 0.485 1.350  0.000
C20 -3.455 -0.738 0.720  0.004
N3 -2.213 -1.265 0.632  0.000
C21 -2.319 -2.525 0.157  -0.003
C22 -1.263 -3.453 0.086  -0.011
C23 -3.718 -2.815 -0.145  0.000
C24 -4.425 -1.700 0.199  0.000
C25 -5.907 -1.492 0.142  0.000
C26 -6.621 -1.772 1.467  0.000
C27 -4.237 -4.125 -0.654  0.000
C28 -4.408 -5.182 0.442  0.000
C29 -3.380 2.537 2.808  0.000
C30 -2.278 3.061 3.404  0.000
C31 -2.188 4.289 4.256  -0.001
C32 -2.154 3.969 5.753  0.000
C33 -4.773 3.084 2.804  0.000
C34 -5.082 3.846 1.510  0.000
N4 1.195 0.295 2.627  -0.008
C35 3.059 2.762 4.713  0.000
C36 3.461 3.929 3.806  0.000
H1 4.414 -5.599 3.219  0.000
H2 2.650 -5.758 3.218  0.000
H3 3.388 -4.238 3.701  0.000
H4 3.549 -5.439 0.880  -0.001
H5 4.258 -3.920 1.358  -0.001
H6 -0.164 -6.157 0.377  0.000
H7 1.537 -6.477 0.613  0.000
H8 0.365 -5.197 -1.923  0.000
H9 0.851 -6.898 -1.781  0.000
H10 2.048 -5.590 -1.681  0.000
H11 3.649 -2.004 2.464  -0.011
H12 4.763 -0.958 4.128  0.000
H13 5.040 0.648 4.764  0.000
H14 5.287 -0.108 1.791  -0.002
H15 6.656 0.087 2.904  0.000
H16 5.634 1.469 2.464  -0.002
H17 0.369 3.205 4.118  0.000
H18 -4.824 0.757 1.330  0.000
H19 -1.522 -4.432 -0.307  0.000
H20 -6.332 -2.134 -0.636  0.000
H21 -6.117 -0.463 -0.167  0.000
H22 -6.454 -2.804 1.788  0.000
H23 -7.701 -1.613 1.390  0.000
H24 -6.235 -1.124 2.257  0.000
H25 -3.559 -4.514 -1.420  0.000
H26 -5.197 -3.966 -1.154  0.000
H27 -3.476 -5.318 0.993  0.000
H28 -4.707 -6.151 0.030  0.000
H29 -5.169 -4.874 1.164  0.000
H30 -3.035 4.946 4.041  0.000
H31 -1.296 4.860 3.982  0.000
H32 -3.084 3.484 6.062  0.000
H33 -2.019 4.868 6.362  0.000
H34 -1.339 3.278 5.978  0.000
H35 -4.913 3.746 3.663  0.000
H36 -5.491 2.269 2.933  0.000
H37 -4.379 4.670 1.370  0.000
H38 -6.099 4.250 1.511  0.000
H39 -4.964 3.196 0.641  0.000
H40 3.910 2.473 5.337  0.000
H41 2.274 3.094 5.399  0.000
H42 4.301 3.649 3.165  0.000
H43 3.751 4.810 4.387  0.000
H44 2.640 4.208 3.142  0.000
S1 1.912 -1.870 -2.080  0.377
C37 3.321 -1.079 -2.507  0.067
C38 4.218 -1.687 -3.471  0.027
C39 5.342 -1.080 -3.921  0.024
C40 5.686 0.223 -3.443  0.031
C41 4.906 0.837 -2.520  0.011
C42 3.713 0.233 -1.967  0.077
S2 2.877 1.010 -0.743  0.360
H45 3.935 -2.667 -3.838  -0.006
H46 5.972 -1.579 -4.650  0.007
H47 6.575 0.720 -3.817  0.008
H48 5.164 1.821 -2.147  -0.003
F1 -0.621 1.663 -1.353  -0.003
Sb1 -0.546 3.566 -0.992  -0.006
F2 0.974 3.707 -2.066  0.000
F3 -0.549 5.407 -0.616  0.000
F4 -1.643 3.811 -2.503  0.000
F5 -2.081 3.296 0.053  0.000
F6 0.532 3.180 0.540  0.003

---

Record 4
Below is C42H48N8O2Pb as an isolated structure, with properties calculated with ωB97M-V/def2-TZVPD.

Calculated values
DFT total energy = -2410.14575 hartree
Orbital gap (spin up / spin down) = 5.5 / 5.6 eV
2S+1 = 1
Total charge = +2
LUMO energy (spin up / spin down) = -7.951 / -7.861 eV

Each line ends with the Löwdin charge.
Atoms and positions in Å:
Pb1 -0.528 0.912 -0.791  1.475
C1 -3.841 -0.819 -0.759  -0.063
C2 -2.866 -1.545 -1.690  -0.413
C3 -3.621 -2.247 -2.825  -0.036
C4 -2.006 -2.534 -0.929  -0.124
C5 -2.598 -3.603 -0.310  -0.003
C6 -1.830 -4.596 0.307  0.022
C7 -0.441 -4.524 0.325  0.001
C8 0.235 -3.482 -0.271  -0.071
C9 1.739 -3.407 -0.099  -0.358
C10 2.116 -3.387 1.384  -0.041
C11 2.432 -4.576 -0.806  -0.031
C12 -0.557 -2.465 -0.945  -0.140
N1 0.007 -1.407 -1.560  0.034
C13 1.141 -1.578 -2.333  -0.436
O1 1.450 -2.616 -2.871  0.135
C14 1.934 -0.324 -2.594  -0.164
C15 3.117 -0.422 -3.304  0.052
C16 3.832 0.735 -3.572  0.024
C17 3.321 1.952 -3.152  0.052
C18 2.125 1.969 -2.455  -0.179
N2 1.454 0.850 -2.162  0.042
C19 1.522 3.296 -2.082  -0.467
O2 2.063 4.322 -2.429  0.138
N3 0.405 3.251 -1.280  0.028
C20 -0.473 4.276 -1.329  -0.152
C21 -0.944 4.853 -0.091  -0.098
C22 -1.852 5.878 -0.170  0.005
C23 -2.329 6.347 -1.400  0.022
C24 -1.889 5.791 -2.593  0.000
C25 -0.974 4.763 -2.603  -0.080
C26 -0.652 4.101 -3.927  -0.372
C27 0.058 5.074 -4.872  -0.032
C28 -1.927 3.534 -4.565  -0.042
C29 -0.398 4.504 1.286  -0.353
C30 1.119 4.328 1.384  -0.046
C31 -1.150 3.331 1.920  -0.053
H1 -4.434 -0.095 -1.321  0.094
H2 -3.336 -0.285 0.050  0.042
H3 -4.536 -1.521 -0.295  0.090
H4 -2.209 -0.815 -2.165  0.063
H5 -4.358 -2.949 -2.432  0.088
H6 -2.941 -2.797 -3.476  0.095
H7 -4.155 -1.512 -3.428  0.091
H8 -3.675 -3.712 -0.332  0.128
H9 -2.327 -5.434 0.779  0.128
H10 0.117 -5.297 0.838  0.127
H11 2.105 -2.476 -0.529  0.114
H12 1.728 -4.261 1.910  0.073
H13 1.737 -2.496 1.885  0.059
H14 3.201 -3.395 1.496  0.098
H15 2.131 -5.529 -0.365  0.090
H16 3.512 -4.488 -0.685  0.095
H17 2.198 -4.598 -1.868  0.078
H18 3.445 -1.397 -3.634  0.138
H19 4.765 0.689 -4.115  0.133
H20 3.811 2.893 -3.359  0.138
H21 -2.174 6.370 0.740  0.131
H22 -3.049 7.155 -1.417  0.129
H23 -2.291 6.160 -3.528  0.128
H24 0.010 3.252 -3.758  0.111
H25 -0.579 5.931 -5.098  0.088
H26 0.285 4.577 -5.816  0.093
H27 0.986 5.441 -4.438  0.081
H28 -2.614 4.328 -4.860  0.086
H29 -2.463 2.870 -3.881  0.080
H30 -1.674 2.970 -5.463  0.091
H31 -0.638 5.381 1.891  0.135
H32 1.442 3.350 1.031  0.039
H33 1.421 4.420 2.428  0.092
H34 1.653 5.090 0.814  0.097
H35 -1.007 2.405 1.353  -0.012
H36 -2.222 3.523 1.978  0.093
H37 -0.776 3.148 2.929  0.092
C32 -1.080 -0.812 2.333  0.027
C33 0.267 -0.194 2.191  -0.363
N4 0.784 0.329 1.087  -0.059
C34 2.068 0.750 1.396  -0.109
C35 2.316 0.472 2.696  -0.012
N5 1.165 -0.111 3.190  0.010
C36 1.018 -0.628 4.554  -0.047
N6 1.436 -1.987 4.667  -0.058
N7 2.770 -2.256 4.576  0.074
N8 2.946 -3.515 4.581  0.099
C37 1.710 -4.133 4.673  -0.241
C38 1.384 -5.493 4.707  0.003
C39 0.049 -5.813 4.786  -0.066
C40 -0.944 -4.811 4.846  -0.066
C41 -0.635 -3.469 4.820  -0.028
C42 0.724 -3.155 4.722  -0.184
H38 -1.582 -0.868 1.367  0.040
H39 -1.716 -0.242 3.014  0.107
H40 -0.996 -1.834 2.708  0.078
H41 2.716 1.206 0.666  0.115
H42 3.192 0.606 3.309  0.139
H43 -0.021 -0.542 4.860  0.143
H44 1.630 -0.005 5.200  0.149
H45 2.158 -6.249 4.683  0.125
H46 -0.252 -6.851 4.827  0.112
H47 -1.980 -5.110 4.937  0.112
H48 -1.409 -2.715 4.905  0.108

---

Which of these has the highest 2S+1?
C42H48BaF6N4S2Sb